A cluster of 12 separate species, C34H64BF2O17S9 in total in a non-equilibrium geometry. Source: the OMol25 dataset; level of theory: wB97M-V/def2-TZVPD.

## Properties
- HOMO level: -6.77 eV
- 2S+1: 1
- Electronic energy: -174732.206 eV
- E_LUMO: 1.9 eV
- Net charge: -1
- HOMO-LUMO gap: 8.68 eV

```
127
Properties=species:S:1:pos:R:3:forces:R:3:mulliken_charge:R:1
O -2.50409 -1.04650 2.43302 -1.0 -0.2 0.8 -0.5414
C -1.54420 -0.73017 1.81560 0.6 -0.7 -1.4 0.7633
O -1.30801 -1.08202 0.53004 -0.4 0.5 0.8 -0.4278
B -0.04908 -0.47531 0.10174 0.0 -0.4 0.3 1.2179
O 0.36737 0.34054 1.25487 1.3 0.4 -0.7 -0.5747
C -0.34373 0.09053 2.31541 -1.0 -0.4 -1.9 0.1411
O -0.14908 0.44837 3.41731 0.4 0.6 2.1 -0.4570
O -0.14498 0.27990 -1.16004 0.4 -0.3 -0.3 -0.2147
C 0.69292 -0.25883 -2.04838 -0.5 0.5 -0.4 0.4028
O 0.77211 0.04825 -3.21291 0.0 0.0 0.5 0.0035
C 1.52406 -1.36507 -1.36219 -2.6 1.6 1.8 -0.0200
O 0.94896 -1.54332 -0.15865 1.0 -0.1 -0.9 -0.6752
O 2.47768 -1.86136 -1.82721 1.8 -1.4 -0.7 -0.5053
F -3.78169 -1.19404 9.74949 -0.4 -0.1 0.1 -0.3375
C -3.09002 -0.89174 8.63691 1.2 0.6 0.3 0.4107
C -3.61728 -1.16324 7.39340 1.7 0.4 1.5 -0.8269
C -2.81121 -0.88552 6.32783 -1.1 -0.1 -3.0 -0.1266
C -1.59888 -0.26392 6.44439 1.6 0.1 -1.2 0.2222
C -1.08440 0.00022 7.68496 0.7 1.1 0.9 -0.3676
C -1.83511 -0.29503 8.81110 -0.7 -0.2 -0.3 -0.6024
H -4.52416 -1.64651 7.35497 -2.0 -0.9 -0.4 0.6048
H -3.18179 -1.09686 5.28780 0.4 0.1 1.1 0.2413
H -0.97224 -0.02199 5.55926 -0.8 -0.3 0.5 0.0521
H -0.12508 0.55472 7.78677 -0.7 -0.6 0.0 0.3433
H -1.50719 -0.02274 9.79449 0.1 -0.1 0.4 0.4320
F 2.34823 2.26872 -7.36104 0.8 -0.6 0.7 -0.3060
C 3.20750 1.45330 -6.64123 1.7 0.7 -1.0 0.0371
C 2.67912 0.53754 -5.77880 -0.1 0.5 -0.3 -0.0072
C 3.49697 -0.28384 -5.02423 0.8 -0.1 1.3 0.2749
C 4.90994 -0.17305 -5.12500 -0.9 -0.9 -0.8 -0.7429
C 5.40896 0.65701 -6.11987 0.3 0.7 -0.2 -0.4186
C 4.60470 1.54675 -6.83802 -1.2 0.1 -0.1 -0.6321
H 1.61557 0.59231 -5.75541 -0.6 -0.5 0.6 0.3985
H 3.02109 -0.90956 -4.24832 0.4 0.2 -0.6 0.2821
H 5.62610 -0.84867 -4.62015 -0.8 0.5 -0.1 0.3342
H 6.47269 0.64414 -6.35459 -0.1 0.1 0.2 0.3542
H 5.01260 2.29216 -7.53372 -0.2 -0.5 0.3 0.3759
C -3.60217 -2.62411 -1.87185 0.4 -1.5 0.6 -0.9750
S -1.99458 -2.43018 -2.62313 0.1 1.4 -0.9 0.6648
O -1.96540 -3.43364 -3.72439 0.1 -0.3 0.0 -0.6361
C -2.36630 -0.81439 -3.47275 -0.6 -0.8 0.4 -0.3228
H -4.25723 -2.80125 -2.71635 -0.4 0.2 0.1 0.4276
H -3.86916 -1.85196 -1.18194 -0.2 0.9 0.0 0.0454
H -3.53771 -3.53034 -1.23125 0.0 0.3 -0.6 0.3923
H -1.60798 -0.55163 -4.18568 0.7 -0.1 0.0 -0.3509
H -2.46302 -0.05598 -2.71158 0.0 0.3 0.2 0.0259
H -3.29149 -0.89563 -4.04823 -0.1 -0.2 0.3 0.7358
C -1.99761 3.19731 4.79151 0.1 0.7 -0.7 0.0976
S -2.81317 4.19806 6.09233 0.7 -0.3 -0.7 0.4598
O -3.27986 5.49698 5.50176 0.0 -0.8 0.2 -0.6463
C -4.26729 3.12770 6.30467 -0.2 0.6 -1.1 -0.6369
H -0.99102 3.64469 4.52277 -1.2 -0.6 0.5 0.3354
H -2.62879 3.18323 3.86443 0.5 0.0 0.8 -0.1115
H -1.90404 2.18792 5.21521 0.2 0.3 -0.2 -0.2447
H -4.73577 3.64177 7.12637 -0.6 -0.2 0.4 0.3444
H -4.07310 2.07138 6.50418 0.3 0.3 0.2 0.1536
H -4.88870 3.22758 5.38916 0.3 0.0 0.5 0.2163
C 0.53401 -4.41283 -5.33122 0.0 -0.9 -0.7 -1.0473
S 1.12706 -3.20272 -6.56914 1.8 -0.5 1.1 0.6119
O 0.63385 -3.63234 -7.89269 -0.6 -0.1 -0.3 -0.7253
C 0.18212 -1.81420 -5.98453 -1.4 -1.4 0.9 -0.6254
H -0.51165 -4.46022 -5.53688 -0.9 -0.3 -0.2 0.4238
H 0.56806 -4.10748 -4.30727 0.5 0.6 0.6 0.2701
H 0.95891 -5.45077 -5.40560 0.0 1.2 -0.4 0.3844
H 0.39227 -1.63368 -4.93133 0.2 -0.2 0.1 -0.2702
H -0.88737 -2.13417 -6.05106 0.7 0.8 -0.3 0.5220
H 0.51597 -0.95499 -6.51105 -0.3 0.6 -0.8 0.4370
C -3.87739 5.06974 0.14480 -1.5 -0.9 1.6 -0.9715
S -2.44547 4.00930 0.06375 1.0 -0.4 0.4 0.3025
O -2.39336 3.01610 1.20450 -0.4 0.8 -0.2 -0.4603
C -3.03763 3.02165 -1.24280 -0.6 -0.1 -1.8 -0.0446
H -3.77376 5.76878 -0.69942 -0.5 -0.2 0.4 0.3772
H -3.77077 5.54956 1.13518 0.0 0.3 -0.6 0.4069
H -4.87362 4.45309 0.24021 1.9 1.1 -0.7 0.2097
H -4.04907 2.75610 -0.94009 0.0 -0.5 -0.2 0.0216
H -2.39597 2.15353 -1.31372 0.1 -0.3 0.1 -0.3540
H -3.08223 3.47402 -2.26434 0.2 0.0 0.9 0.4267
C -5.80225 -0.94840 1.19830 0.5 0.0 0.5 -1.2801
S -4.73920 0.44531 0.65698 -1.1 -0.5 -1.4 1.0898
O -5.56245 1.28237 -0.33917 0.7 -0.9 1.6 -0.8417
C -4.76007 1.23552 2.24858 0.8 -0.4 0.8 -0.6161
H -6.57799 -0.54026 1.83176 -0.4 0.2 0.0 0.4619
H -5.21261 -1.63397 1.82775 0.1 0.3 -0.4 0.3004
H -6.23228 -1.48963 0.37165 0.0 0.0 -0.4 0.3785
H -3.85180 1.84063 2.22147 -0.3 0.3 0.3 -0.4202
H -4.73665 0.51699 3.10949 0.1 0.5 -1.0 0.3345
H -5.65547 1.81800 2.28019 -0.6 0.6 0.1 0.6179
C -0.16680 3.31340 -4.02793 -1.6 0.2 1.1 -0.5939
S -1.44205 2.52110 -5.06449 -0.6 1.4 -1.1 0.6247
O -2.83750 2.94209 -4.67940 1.0 -0.3 0.3 -0.6714
C -1.17281 3.50835 -6.63822 -0.4 0.5 0.6 -0.9682
H 0.71774 3.00617 -4.50169 1.5 0.2 -0.9 0.4212
H -0.14124 2.69701 -3.11862 -0.3 0.4 0.1 -0.1663
H -0.27309 4.41138 -3.79176 0.0 -1.2 -0.6 0.4090
H -2.01517 3.27141 -7.28561 -0.2 -0.2 0.2 0.3642
H -0.28424 3.24476 -7.19763 0.5 -0.1 0.3 0.2492
H -1.22009 4.60980 -6.44017 0.2 -1.0 0.1 0.2899
C 3.95799 -4.50596 -4.56920 0.0 -0.5 -0.3 -0.7089
S 5.53523 -4.50669 -3.72139 -0.7 2.3 0.9 0.5214
O 6.08584 -5.83811 -3.78872 1.1 -2.5 -0.6 -0.6772
C 4.85557 -4.38844 -2.05498 -0.3 -0.9 0.9 -0.6957
H 3.31618 -3.75358 -4.12574 -0.2 0.1 -0.1 -0.0195
H 3.55366 -5.51703 -4.46392 -0.1 0.1 0.2 0.4064
H 4.11195 -4.33475 -5.63780 0.0 0.2 0.2 0.4097
H 4.07368 -5.21060 -1.90207 1.2 1.1 -0.2 0.3007
H 4.41101 -3.41693 -1.91706 -0.4 0.4 0.0 0.1270
H 5.67462 -4.46151 -1.28397 -0.7 -0.2 -1.0 0.3803
C 6.16467 0.45633 1.34646 1.9 -0.6 0.1 -0.9747
S 5.81012 -0.28955 3.03211 -0.6 -0.3 -1.2 0.4548
O 5.25512 0.78213 3.90655 0.1 0.0 -0.2 -0.5983
C 4.32139 -1.34808 2.54579 0.9 0.3 -1.0 -0.4804
H 6.41697 -0.33392 0.61100 -0.8 0.1 0.4 0.3436
H 7.13036 1.02388 1.32302 -0.8 -0.3 0.8 0.3257
H 5.41229 1.12946 1.00677 -0.9 0.2 -0.2 0.3194
H 3.51230 -0.64412 2.31167 0.1 -0.1 0.4 -0.0099
H 4.14367 -1.95634 3.44772 0.0 0.2 -0.6 0.2650
H 4.49576 -1.93461 1.58319 0.1 0.5 1.5 0.3508
C 2.34540 -0.47692 5.33888 2.7 0.1 0.0 -0.5061
S 3.36386 -1.34338 6.62307 -0.9 0.2 -0.8 0.4181
O 4.48740 -1.95820 5.84635 -0.2 0.2 0.2 -0.6133
C 3.97424 0.18432 7.29755 0.9 0.4 0.2 -0.8549
H 2.21317 -1.23427 4.58040 -0.6 0.0 -0.2 0.2066
H 3.05927 0.31213 4.96570 -0.9 -0.9 0.0 0.2002
H 1.47666 -0.01570 5.72469 -1.1 0.2 0.4 0.1911
H 3.41449 0.62103 8.12034 -0.9 0.2 -0.5 0.3597
H 4.25052 0.84475 6.45244 -0.1 -0.1 0.7 0.2168
H 4.84862 -0.08851 7.85748 0.9 -0.3 -0.1 0.3802
```
Forces are in eV/Å.